Below is a structure of composition C24H41F3O3P2STb in a non-equilibrium geometry, with properties calculated with the ωB97M-V functional and the def2-TZVPD basis.

Calculated values
LUMO energy (spin up / spin down), eV: -3.458 / -3.417

```
! RIJCOSX wB97M-V def2-TZVPD def2/J DEFGRID3
* xyz 1 7
Tb -0.097 0.348 1.237
C -0.876 -2.004 2.758
C 0.433 -2.305 2.265
C 0.654 -0.748 3.951
C -0.734 -1.046 3.807
C 1.372 -1.512 2.988
C -2.141 -2.677 2.365
H -2.168 -2.890 1.290
H -3.011 -2.055 2.603
H -2.264 -3.635 2.893
C -1.817 -0.524 4.675
H -2.803 -0.837 4.315
H -1.797 0.572 4.698
H -1.708 -0.876 5.715
C 1.236 0.135 4.991
H 1.063 -0.259 6.004
H 0.778 1.131 4.948
H 2.320 0.251 4.858
C 2.851 -1.579 2.853
H 3.269 -2.432 3.410
H 3.321 -0.670 3.244
H 3.155 -1.694 1.804
C 0.773 -3.375 1.286
H 1.045 -4.308 1.806
H 1.631 -3.090 0.659
H -0.075 -3.600 0.627
C -1.345 1.403 -3.197
C -1.726 0.125 -3.450
C -1.197 -0.688 -4.595
C 0.311 -0.570 -4.869
C 1.190 -0.258 -3.697
C 1.619 0.993 -3.378
C 0.993 2.258 -3.862
C -0.519 2.216 -4.140
H -1.738 -0.388 -5.512
H 0.477 0.176 -5.661
H -1.457 -1.747 -4.443
H -0.689 1.887 -5.172
H -1.771 1.979 -2.374
H -2.677 -0.284 -3.083
H -0.883 3.253 -4.082
H 1.197 3.066 -3.144
H 2.642 1.124 -3.005
H 1.508 2.568 -4.792
H 0.647 -1.537 -5.280
H 1.621 -1.143 -3.220
P -1.561 -0.781 -0.644
C -3.067 0.265 -0.703
C -1.467 -2.193 -1.769
P 1.961 0.384 -0.454
C -0.077 0.320 -1.094
C 3.087 -0.791 -1.225
C 2.527 2.090 -0.668
H -3.088 0.947 0.161
H -3.913 -0.431 -0.622
H -3.168 0.857 -1.614
H -0.698 -2.059 -2.536
H -2.435 -2.361 -2.251
H -1.214 -3.083 -1.181
H 2.160 2.534 -1.595
H 3.624 2.084 -0.664
H 2.180 2.706 0.171
H -0.335 1.390 -1.137
H 0.145 -0.084 -2.078
H 3.870 -0.984 -0.471
H 3.560 -0.419 -2.140
H 2.589 -1.747 -1.433
F -0.168 4.564 4.039
C -1.055 3.613 3.694
F -0.878 2.574 4.564
F -2.318 4.064 3.855
S -0.772 3.101 1.925
O -0.975 4.282 1.156
O 0.583 2.463 1.913
O -1.709 1.944 1.709
*
```

Atom charges from the Mulliken analysis, given in e for atoms 1 to 6: atom 1 (Tb): -0.473, atom 2 (C): 0.557, atom 3 (C): 0.352, atom 4 (C): 0.635, atom 5 (C): 0.674, atom 6 (C): 0.626